161
Properties=species:S:1:pos:R:3:forces:R:3:lowdin_charge:R:1 method="wB97M-V/def2-TZVPD" total_charge=+1 homo_energy_ev=-10.3 orbital_gap_ev=7.234
C -1.1984 -5.2879 -1.7197 0.1765 0.3847 1.5910 -0.082
C -2.8359 -5.4083 -1.8199 0.6531 -1.9166 -0.0708 -0.265
O -3.4663 -4.2132 -2.4590 -0.1582 1.7662 2.5519 -0.311
P -3.7618 -2.9613 -1.2852 3.0386 -0.7130 4.6098 0.817
O -2.9000 -3.1932 0.0551 -2.7482 0.6169 -4.6966 -0.383
C -5.6094 -3.1962 -0.7202 -1.1469 0.0944 -1.8702 -0.202
C -6.4325 -1.7842 -0.5907 -0.6065 -0.1202 0.9081 -0.168
C -7.6708 -1.6762 -1.6875 1.9665 1.0120 -0.6883 -0.117
N -9.0223 -1.3895 -1.0006 0.2787 -0.8665 0.3232 -0.036
C -9.8160 -2.6964 -0.8703 -1.1293 -1.8013 -0.6740 -0.398
S -11.6687 -2.3104 -0.6221 0.6094 -0.6533 -0.1005 0.774
C -12.6329 -3.4990 -1.7480 0.2344 -0.6343 -1.5495 -0.490
C -12.6033 -2.9444 -3.2925 -0.2886 -0.0793 -0.4452 -0.180
O -3.4437 -1.3403 -1.8355 -0.5783 -4.0657 -0.0113 -0.290
C -2.2531 -1.2599 -2.6954 2.3266 1.9173 -1.8323 -0.264
C -1.0130 -0.3666 -2.0527 0.1547 -0.8162 -0.3876 -0.075
H -0.9685 -4.9001 -0.6151 -0.4496 -0.7988 -2.4467 0.065
H -0.6439 -6.3402 -1.8104 -1.4321 2.3486 -0.1051 0.103
H -0.7284 -4.4729 -2.4359 -1.2074 -1.9317 1.2218 0.072
H -3.1130 -6.3431 -2.5085 0.4967 2.3226 1.2178 0.134
H -3.3267 -5.6414 -0.7673 1.1698 0.7575 -2.1532 0.125
H -5.7047 -3.8771 0.2389 0.7181 1.6272 -2.0064 0.124
H -6.1321 -3.8133 -1.5970 1.2144 1.3144 2.0082 0.079
H -6.8892 -1.7619 0.5120 0.8713 0.0093 -2.3206 0.130
H -5.7621 -0.8229 -0.6714 -1.2509 -2.0382 -0.0001 0.108
H -7.7638 -2.6046 -2.3938 0.0013 1.7224 1.6013 0.137
H -7.4594 -0.7442 -2.3670 -0.5134 -1.8299 1.2646 0.134
H -8.8586 -1.0000 -0.0303 -0.1480 -0.4666 -1.3566 0.179
H -9.5497 -0.6777 -1.5533 0.3244 -0.7953 0.1279 0.111
H -9.3684 -3.3149 0.0235 -0.8152 1.2930 -1.9049 0.130
H -9.7801 -3.3039 -1.8970 0.3241 1.4529 2.3243 0.126
H -13.7338 -3.5840 -1.3577 2.3018 0.4300 -0.4277 0.099
H -12.1359 -4.5636 -1.6868 -1.0434 2.1279 -0.0291 0.096
H -11.5774 -3.1730 -3.8216 -1.9667 0.4808 1.1516 0.060
H -12.8030 -1.7859 -3.3422 0.4196 -2.3243 0.2803 0.082
H -13.4488 -3.4577 -3.9434 1.7506 0.9173 1.4765 0.095
H -2.5855 -0.6682 -3.6769 0.5066 -1.5763 2.0679 0.136
H -1.7880 -2.2897 -3.0002 -1.2850 1.7693 0.6719 0.100
H -0.4611 -1.0285 -1.2504 -1.1640 1.5942 -1.3987 0.073
H -1.3410 0.6888 -1.6627 0.5560 -2.2056 -0.6792 0.084
H -0.2185 -0.2059 -2.9286 -1.8500 -0.3381 1.8313 0.103
C 1.3303 -1.9445 1.2195 0.0357 -0.0327 0.2452 -0.126
O 0.6832 -2.5266 0.1029 -0.4935 -0.5464 -0.1979 -0.163
H 2.2347 -1.4343 0.8799 -0.1831 -0.0952 -0.0651 0.084
H 0.6621 -1.2206 1.6924 0.1611 0.0684 0.1494 0.077
H 1.6016 -2.7264 1.9330 0.0761 0.1840 0.1746 0.070
H -0.1150 -2.9716 0.4350 0.2207 0.2723 -0.2283 0.057
C 1.3143 2.0453 0.2292 0.1608 0.1634 -0.0617 -0.151
O 0.9406 2.1698 -1.1306 0.1717 0.0379 -0.6115 -0.141
H 0.4497 1.7083 0.8059 0.1001 0.0902 -0.1601 0.069
H 2.1191 1.3119 0.3212 0.0483 -0.0077 0.2874 0.074
H 1.6460 3.0155 0.6072 -0.0084 -0.1878 0.2785 0.077
H 1.7272 2.4700 -1.6169 -0.3974 -0.0295 0.1491 0.057
C 5.0189 1.3332 -2.9564 0.1380 -0.1186 -0.0239 -0.152
O 3.7259 1.8388 -2.6793 -0.7957 -0.1104 0.3402 -0.141
H 5.6389 2.1408 -3.3526 -0.1512 -0.1371 0.0910 0.081
H 5.4668 0.9511 -2.0358 0.2199 -0.0529 -0.1237 0.073
H 4.9474 0.5340 -3.6984 0.2574 -0.0060 0.0120 0.082
H 3.1991 1.1002 -2.3295 0.2344 0.3097 -0.2493 0.072
C -0.3470 2.2363 3.6059 0.2134 0.3482 -0.1450 -0.166
O 0.8362 2.9422 3.2803 0.3191 0.0043 0.3678 -0.144
H -0.1706 1.1664 3.4726 0.0325 0.1313 0.0007 0.080
H -0.6145 2.4323 4.6471 -0.3154 -0.1518 0.0759 0.075
H -1.1563 2.5551 2.9444 -0.2121 -0.1650 0.0818 0.070
H 0.6492 3.8878 3.4079 -0.0112 -0.3426 -0.3273 0.055
C -13.2757 -1.1672 3.3087 0.0509 -0.1677 -0.1016 -0.166
O -12.5563 -0.0301 2.8686 0.4898 0.2206 -0.4509 -0.137
H -13.9302 -0.8763 4.1337 0.1663 0.0443 -0.1696 0.086
H -13.8809 -1.5573 2.4867 -0.1289 -0.1854 0.1515 0.071
H -12.5752 -1.9315 3.6542 -0.2052 -0.1657 0.0982 0.076
H -11.9847 -0.3190 2.1370 -0.3931 0.2165 0.4417 0.051
C 1.4263 -2.9996 -3.8004 0.2025 -0.0299 0.3109 -0.167
O 1.8518 -2.5398 -2.5308 -0.0145 -0.2384 0.0879 -0.139
H 1.7143 -2.2675 -4.5583 -0.0346 -0.0773 0.1524 0.084
H 1.9046 -3.9570 -4.0213 -0.1289 -0.0437 -0.2915 0.080
H 0.3395 -3.1143 -3.8019 -0.1057 -0.0548 -0.3138 0.044
H 1.5826 -3.2094 -1.8792 0.1232 0.6232 -0.0003 0.055
C -4.7470 2.1016 0.8316 0.1800 -0.2732 0.0250 -0.167
O -3.5425 1.5028 0.3900 -0.0243 -0.3866 -0.1449 -0.128
H -4.5662 3.1611 1.0274 0.0247 -0.1919 -0.0693 0.078
H -5.5103 2.0017 0.0561 -0.2644 0.1814 0.0423 0.062
H -5.0810 1.6150 1.7514 -0.2229 0.1748 0.0786 0.078
H -3.7339 0.5640 0.2244 0.3882 0.4282 0.0367 0.058
C -8.9674 -3.1700 -6.3207 0.1120 0.1081 -0.3225 -0.145
O -9.3487 -2.9646 -4.9728 -0.0326 0.4797 0.8418 -0.161
H -9.0643 -4.2317 -6.5596 -0.0125 0.1911 0.1396 0.086
H -9.6203 -2.5900 -6.9775 0.1180 -0.1217 -0.1704 0.084
H -7.9280 -2.8614 -6.4574 -0.0183 -0.0988 -0.2393 0.080
H -9.2524 -2.0145 -4.7901 -0.1817 -0.4698 -0.1011 0.065
C 8.9179 1.3958 -2.0531 0.1723 0.0490 -0.1712 -0.169
O 8.5442 1.5204 -3.4130 0.1182 0.1334 -0.4025 -0.130
H 8.0534 1.0588 -1.4765 0.0599 0.0523 -0.1671 0.072
H 9.7228 0.6624 -1.9612 -0.0084 0.0206 0.2414 0.070
H 9.2497 2.3660 -1.6751 0.0527 -0.0767 0.2494 0.074
H 9.3309 1.8206 -3.8993 -0.3771 -0.1795 0.2568 0.079
C 3.0411 1.7275 5.9768 -0.1165 0.0831 -0.1701 -0.168
O 1.7516 1.4588 6.4959 -0.5413 0.0398 -0.0819 -0.131
H 3.7912 1.3658 6.6839 -0.2062 0.0173 -0.0259 0.077
H 3.1652 1.2113 5.0217 0.2456 0.1122 -0.0384 0.075
H 3.1624 2.8048 5.8394 0.2518 -0.0407 -0.1045 0.076
H 1.1076 1.7906 5.8473 0.3963 -0.1863 0.3432 0.044
C -2.4802 -3.0611 3.5461 0.1540 -0.0194 -0.2223 -0.156
O -3.7060 -3.7316 3.3182 -0.5129 -0.3360 -0.3887 -0.142
H -2.4653 -2.6869 4.5724 -0.0767 -0.1350 -0.1448 0.086
H -1.6506 -3.7577 3.4026 0.1682 0.2441 0.1521 0.053
H -2.3888 -2.2212 2.8529 0.2119 0.0812 0.0550 0.069
H -3.6902 -4.0522 2.4004 0.0797 0.2765 0.3936 0.048
C -1.8618 5.5657 2.8273 -0.1014 0.1712 -0.0773 -0.144
O -0.4802 5.3323 2.6250 0.3475 0.3331 -0.3220 -0.136
H -2.2169 4.9201 3.6339 0.1442 0.0775 -0.1157 0.081
H -2.0190 6.6110 3.1042 -0.2471 -0.0617 0.0462 0.081
H -2.4094 5.3343 1.9103 -0.1970 0.0241 0.0974 0.077
H -0.1937 5.9186 1.9042 0.0039 -0.4240 0.4221 0.103
C 12.5179 1.9255 -1.6771 0.2693 0.1350 0.0693 -0.158
O 12.1442 2.0501 -3.0369 0.0795 0.1189 -0.6155 -0.135
H 11.6534 1.5885 -1.1004 0.1232 0.0610 -0.1639 0.063
H 13.3228 1.1921 -1.5851 -0.0129 0.0170 0.2663 0.082
H 12.8497 2.8957 -1.2990 0.0323 -0.1316 0.2724 0.074
H 12.9309 2.3503 -3.5232 -0.5349 -0.1730 0.2078 0.087
C 0.3746 -5.6329 2.5007 0.2698 -0.1259 0.1096 -0.169
O 0.6740 -4.8660 3.6525 0.3475 0.0425 0.3059 -0.136
H -0.5391 -5.2459 2.0437 0.0790 0.0109 0.1182 0.060
H 1.1978 -5.5554 1.7861 -0.1193 -0.1368 -0.2262 0.079
H 0.2229 -6.6768 2.7861 -0.0933 -0.0704 -0.2654 0.081
H 1.4889 -5.2325 4.0360 -0.4829 0.2924 -0.1205 0.091
C 11.5116 4.8142 0.7668 -0.3049 -0.0235 0.0111 -0.151
O 12.5844 4.1930 1.4506 0.1274 -0.2994 0.5156 -0.143
H 11.9094 5.3806 -0.0784 0.0584 -0.1166 0.1602 0.088
H 10.8221 4.0505 0.3987 -0.1425 0.1779 -0.0927 0.071
H 10.9906 5.4940 1.4455 -0.1807 0.0508 -0.1921 0.083
H 12.2009 3.6982 2.1947 0.1902 0.2063 -0.3335 0.082
C -7.4721 -7.0529 -0.8231 -0.0281 -0.3481 -0.0937 -0.141
O -6.7526 -5.9158 -1.2632 0.3631 0.2098 -0.4413 -0.169
H -8.1265 -6.7619 0.0018 0.1541 0.0280 -0.1230 0.081
H -8.0772 -7.4430 -1.6452 -0.0946 -0.1739 0.1707 0.081
H -6.7716 -7.8172 -0.4776 -0.2299 -0.1118 0.0777 0.085
H -6.1811 -6.2047 -1.9949 -0.2394 0.2054 0.3705 0.088
C 15.2340 6.8138 2.3653 -0.1553 -0.1103 -0.1483 -0.157
O 14.5869 6.2317 1.2488 -0.3028 0.0306 -0.0720 -0.141
H 16.1384 7.3240 2.0258 -0.1467 -0.0832 0.0672 0.062
H 14.5658 7.5377 2.8383 0.1824 0.1216 0.2176 0.075
H 15.5053 6.0319 3.0789 0.1454 0.1535 0.1925 0.078
H 13.7887 5.7867 1.5809 0.4296 -0.1556 -0.2850 0.032
C 18.9326 8.4453 1.2904 0.0429 0.1981 -0.0204 -0.175
O 18.5513 8.6507 2.6382 -0.0678 0.4192 0.3948 -0.139
H 18.8357 7.3837 1.0515 -0.0193 0.1633 0.1311 0.080
H 18.2797 9.0254 0.6336 0.1041 -0.1083 -0.2377 0.076
H 19.9720 8.7540 1.1537 0.0104 -0.0923 -0.2593 0.074
H 18.6476 9.6009 2.8210 -0.0903 -0.5920 -0.0137 0.083
C -8.7848 1.4376 -3.8796 0.3177 0.4934 -0.1036 -0.134
O -9.6961 0.5296 -3.2885 -0.4687 -0.6317 0.9886 -0.158
H -8.3699 0.9864 -4.7839 -0.1439 0.0043 0.1724 0.089
H -9.3073 2.3606 -4.1423 0.2204 -0.0139 -0.0748 0.092
H -7.9753 1.6517 -3.1774 0.1269 0.1753 -0.1939 0.079
H -10.0477 0.9572 -2.4890 -0.1642 0.1143 -0.6627 0.088
C 10.7340 4.0198 5.1579 -0.1287 -0.0472 0.2134 -0.162
O 10.0869 3.4377 4.0414 -0.4120 -0.3175 -0.2416 -0.139
H 11.6384 4.5300 4.8184 -0.1580 -0.0919 -0.0196 0.077
H 10.0658 4.7437 5.6309 0.2053 0.0800 0.1605 0.078
H 11.0053 3.2379 5.8715 0.1384 0.1854 0.1476 0.079
H 9.2887 2.9927 4.3735 0.4613 0.2268 -0.3315 0.085

***

57
Properties=species:S:1:pos:R:3:forces:R:3:nbo_charge:R:1 method="wB97M-V/def2-TZVPD" total_charge=+1 spin_multiplicity=3 homo_energy_ev="-10.0 / -10.0" orbital_gap_ev="6.122 / 5.425"
Pt -0.1605 -0.2534 -0.1827 0.1184 0.1979 1.5691 1.134
C 0.3717 3.2264 0.5928 -0.0159 -0.0103 -0.0692 -0.646
C -0.4073 2.5715 1.6839 -0.0358 -0.1202 -0.1928 0.252
C -0.7578 3.2521 2.8642 -0.1545 -0.1995 0.2571 -0.255
C -1.4085 2.5901 3.8743 0.1757 0.1393 -0.3053 -0.096
C -1.7208 1.2246 3.7247 -0.1832 -0.3433 -0.0427 -0.137
C -2.3448 0.4099 4.7015 -0.0612 -0.2205 0.1021 -0.085
Br -2.9441 1.1728 6.3315 0.1050 -0.0552 -0.0875 0.080
C -2.5316 -0.9399 4.4941 -0.0317 0.6574 0.3479 -0.230
C -2.1743 -1.5237 3.2858 0.5742 0.2545 -1.2251 -0.156
Br -2.3249 -3.3842 3.0118 -0.1325 0.1301 0.1448 0.103
C -1.6504 -0.7667 2.2177 -0.6014 0.5672 2.3878 0.295
O -1.3842 -1.2909 1.0853 0.7602 -0.2047 -1.9683 -0.717
C -1.3755 0.6227 2.4889 -0.4891 -0.7720 0.4612 0.158
N -0.7475 1.3100 1.5140 0.5266 -0.3314 -0.8760 -0.484
H 0.5264 4.2816 0.7936 0.0219 0.0624 -0.0172 0.235
H -0.1499 3.1118 -0.3560 0.0005 0.0412 -0.0684 0.235
H 1.3416 2.7366 0.5017 0.0864 0.0221 -0.0364 0.230
H -0.5013 4.2939 2.9654 0.0475 0.1005 0.0025 0.234
H -1.6696 3.1058 4.7871 -0.0284 -0.0104 0.0367 0.246
H -2.9600 -1.5504 5.2751 -0.0437 -0.0176 0.0145 0.252
S 5.5438 -1.4890 4.2755 -0.6272 0.0764 0.1302 0.456
C 5.0834 -1.6575 5.9107 -0.0531 0.0353 -0.2070 -0.373
C 3.7439 -1.4847 6.0947 0.3594 -0.0921 0.2649 -0.249
C 3.0642 -1.2086 4.8974 0.1559 0.0591 -0.6167 -0.206
C 3.8957 -1.1733 3.8002 0.4061 -0.1852 0.8913 -0.270
C 3.5773 -0.9104 2.4210 0.2146 0.1703 -0.8993 0.018
C 2.2550 -0.6232 2.0204 0.0668 0.0017 0.2145 0.075
N 1.9320 -0.3548 0.7810 -0.7000 -0.1324 -0.5031 -0.445
C 2.8596 -0.3571 -0.1907 0.6236 -0.0883 0.2172 0.099
C 4.2145 -0.6361 0.0970 -0.7208 0.1523 -0.0917 0.016
C 5.1558 -0.6402 -0.9754 0.0245 0.0528 -0.3602 -0.186
C 4.7630 -0.3876 -2.2453 0.2401 -0.0840 0.2362 -0.157
C 3.3991 -0.1048 -2.5662 -0.5164 0.0134 0.4568 -0.093
C 2.9622 0.1304 -3.8703 -0.7022 0.0832 0.1365 -0.093
C 1.6153 0.3839 -4.1248 0.6598 -0.1648 0.7412 -0.084
C 0.7417 0.3918 -3.0146 -0.0304 0.1225 -0.4229 0.113
N 1.1283 0.1616 -1.7731 0.0927 0.0328 -0.0578 -0.520
C 2.4418 -0.0865 -1.5273 0.4375 0.0101 -0.4635 0.225
C 1.1302 0.6317 -5.4589 -0.2451 0.1855 -0.9797 -0.244
C -0.1567 0.8848 -5.8772 0.5194 -0.1285 0.3922 -0.198
C -0.2559 1.1082 -7.2584 0.0950 0.0577 -0.4378 -0.251
C 0.9457 1.0232 -7.8927 0.1166 -0.0521 0.1645 -0.372
S 2.2240 0.6634 -6.8197 -0.5611 0.0704 0.3486 0.459
C 4.5513 -0.9109 1.4237 -0.5419 0.0385 0.3290 -0.166
H 5.8343 -1.8761 6.6446 0.0987 -0.0465 0.1851 0.251
H 3.2675 -1.5544 7.0568 -0.0623 -0.0098 0.1170 0.240
H 2.0001 -1.0458 4.8573 -0.1337 0.0229 -0.0548 0.226
H 1.4471 -0.6065 2.7377 -0.0902 -0.0365 0.0764 0.219
H 6.1871 -0.8596 -0.7458 0.1278 -0.0162 -0.0366 0.234
H 5.4741 -0.4068 -3.0568 0.1197 0.0083 -0.0533 0.233
H 3.6742 0.1072 -4.6813 0.1127 -0.0054 -0.0628 0.234
H -0.3112 0.5976 -3.1559 0.0323 -0.0515 0.0291 0.218
H -1.0107 0.9118 -5.2255 -0.1454 0.0029 0.1701 0.221
H -1.1769 1.3280 -7.7676 -0.1362 0.0230 -0.0812 0.240
H 1.1570 1.1543 -8.9364 -0.0057 0.0127 -0.1896 0.253
H 5.5792 -1.1271 1.6726 0.1294 -0.0261 -0.0177 0.232

***

59
Properties=species:S:1:pos:R:3:forces:R:3:nbo_charge:R:1 method="wB97M-V/def2-TZVPD" total_charge=-1 homo_energy_ev=-4.4 orbital_gap_ev=7.045
V -0.0163 0.1291 0.2296 0.8844 0.1828 -0.5758 0.904
Br -0.8009 1.5642 2.7445 -0.0386 0.3896 -0.0875 0.136
C -0.3738 3.2174 1.8907 -0.1415 0.0078 0.3606 -0.046
C -0.6790 4.3426 2.6055 -0.0017 -0.1397 -0.0320 -0.260
C -0.4291 5.6112 2.0591 0.0361 0.0514 -0.0648 -0.222
C 0.1123 5.7057 0.8115 -0.0352 0.1272 0.0838 -0.184
C 0.4540 4.5503 0.0721 -0.0156 -0.2586 0.1074 -0.076
C 1.0375 4.6821 -1.2069 0.0372 -0.0250 -0.0922 -0.197
C 1.4042 3.5726 -1.9072 0.0548 0.2126 0.0204 -0.216
C 1.1833 2.2893 -1.3717 0.0897 -0.0680 0.0798 -0.202
C 0.5925 2.0650 -0.1413 -0.1536 0.6128 -0.2296 -0.292
C 0.2254 3.2388 0.6027 0.0996 0.1930 -0.0476 -0.024
H -1.1202 4.2503 3.5880 -0.0104 -0.0157 -0.0034 0.219
H -0.6715 6.4938 2.6371 -0.0123 0.0326 -0.0475 0.206
H 0.2935 6.6771 0.3652 0.0379 -0.0113 -0.0111 0.200
H 1.1859 5.6772 -1.6112 0.0170 0.0054 0.0057 0.197
H 1.8597 3.6763 -2.8853 0.0015 -0.0339 -0.0055 0.202
H 1.4985 1.4469 -1.9732 -0.0892 -0.0346 0.0068 0.212
F -2.4064 1.6301 0.0459 -0.1907 0.1536 0.0888 -0.327
C -2.8321 0.3664 0.3033 -0.0589 -0.2494 -0.0898 0.354
C -1.8778 -0.6272 0.3279 -1.4883 -0.1697 0.4093 -0.406
C -2.3736 -1.9103 0.4746 0.2817 0.2183 -0.1352 0.384
F -1.5325 -2.9535 0.3851 -0.0584 -0.1595 0.1557 -0.319
C -3.7185 -2.1807 0.6510 -0.0120 0.0168 0.0017 0.234
F -4.1695 -3.4372 0.7822 0.0023 -0.0658 0.0176 -0.305
C -4.6282 -1.1352 0.6790 0.0851 0.0397 -0.0445 0.265
F -5.9329 -1.3820 0.8516 -0.0860 -0.0371 0.0151 -0.302
C -4.1864 0.1605 0.4905 0.0685 0.0143 -0.0242 0.239
F -5.0610 1.1762 0.4874 -0.0752 0.0314 -0.0219 -0.303
C -1.6071 -1.4135 -3.0302 0.0998 -0.0796 -0.0239 -0.627
C -0.1714 -1.8331 -3.1688 -0.0769 0.1698 0.3336 -0.030
C 0.2280 -2.6563 -4.2089 0.0608 -0.0376 -0.0967 -0.220
C 1.5539 -3.0276 -4.3679 0.0027 -0.0061 0.0271 -0.241
C 2.4937 -2.5701 -3.4569 -0.0213 -0.0747 -0.1231 -0.219
C 2.1299 -1.7673 -2.3882 -0.1932 0.1797 0.2810 -0.035
C 3.1439 -1.3213 -1.3796 -0.0786 -0.0959 -0.0787 -0.628
C 0.7756 -1.3934 -2.2106 0.3259 -0.6942 -0.8954 0.182
N 0.3828 -0.6152 -1.1665 -0.0594 0.0968 -0.8943 -0.511
H -2.1914 -1.7369 -3.8921 0.0144 0.0239 -0.0324 0.200
H -1.6757 -0.3279 -2.9328 -0.0689 -0.0156 0.0552 0.224
H -2.0476 -1.8521 -2.1358 -0.0686 0.0657 0.0393 0.223
H -0.5176 -3.0199 -4.9081 -0.0189 0.0685 -0.0132 0.195
H 1.8474 -3.6685 -5.1901 0.0143 -0.0063 0.0105 0.198
H 3.5329 -2.8629 -3.5615 0.0107 0.0378 0.0054 0.196
H 4.1255 -1.7386 -1.6054 0.0270 0.0252 0.0010 0.200
H 2.8364 -1.6574 -0.3912 0.0633 0.0778 0.1244 0.231
H 3.2200 -0.2332 -1.3430 -0.0097 -0.0125 0.0892 0.224
Cl 3.7310 0.2379 1.5841 0.2291 -0.0391 0.0282 0.003
C 3.0020 -1.0588 2.4792 -0.5209 0.1348 -0.1674 -0.094
C 3.7638 -1.8411 3.3200 0.0959 -0.0217 -0.0184 -0.221
C 3.1554 -2.7988 4.1152 0.0216 -0.0545 0.1487 -0.257
C 1.7712 -2.8969 4.1331 0.0794 -0.0013 0.0013 -0.229
C 1.0146 -2.1073 3.2949 0.2224 0.5255 -0.4838 -0.091
Cl -0.7065 -2.1007 3.4546 -0.2708 -0.1780 -0.0308 0.003
C 1.5944 -1.2167 2.3393 0.5616 -0.4853 0.3127 0.200
N 0.8867 -0.5460 1.4279 0.3644 -0.6738 1.5879 -0.587
H 4.8356 -1.6983 3.3534 -0.0015 0.0393 -0.0278 0.217
H 3.7532 -3.4316 4.7570 0.0005 0.0099 0.0162 0.206
H 1.2739 -3.5751 4.8133 -0.0335 0.0006 -0.0160 0.219